(1)
Density functional theory data (ωB97M-V with the def2-TZVPD basis set) for a 11-piece molecular cluster, C42H80O33 overall at a distorted geometry.

```
! wB97M-V def2-TZVPD RIJCOSX def2/J DEFGRID3
* xyz 0 1
C -0.414 2.016 1.438
C 0.434 0.782 1.596
O 0.437 -0.020 0.400
C -0.561 -0.921 0.266
O -1.615 -0.901 0.846
O -0.153 -1.683 -0.699
C -0.965 -2.672 -1.270
H -1.396 1.564 1.576
H -0.375 2.373 0.409
H -0.095 2.701 2.223
H 0.145 0.119 2.412
H 1.500 0.938 1.760
H -0.681 -2.833 -2.310
H -1.965 -2.241 -1.214
H -0.921 -3.620 -0.736
C 1.445 3.598 4.532
C 1.361 2.493 5.644
O 2.383 2.656 6.621
C 2.766 1.572 7.323
O 2.224 0.452 7.294
O 3.805 1.851 7.974
C 4.461 0.855 8.751
H 0.613 3.781 3.852
H 2.293 3.458 3.862
H 1.513 4.584 4.992
H 1.240 1.487 5.244
H 0.454 2.565 6.244
H 5.295 0.524 8.132
H 3.834 -0.029 8.856
H 4.791 1.111 9.758
C 4.933 0.249 1.982
C 4.624 -0.755 3.070
O 3.461 -1.438 2.736
C 2.654 -1.952 3.669
O 2.884 -2.117 4.894
O 1.661 -2.458 2.957
C 0.572 -3.102 3.541
H 4.184 1.011 1.765
H 5.010 -0.197 0.991
H 5.917 0.699 2.112
H 4.446 -0.254 4.022
H 5.440 -1.434 3.316
H -0.368 -2.690 3.173
H 0.537 -2.874 4.607
H 0.619 -4.179 3.381
C 3.609 -4.290 -0.917
C 2.480 -3.829 -1.920
O 3.163 -3.752 -3.190
C 2.493 -3.208 -4.208
O 1.366 -2.778 -4.242
O 3.315 -3.153 -5.293
C 2.676 -2.492 -6.382
H 3.982 -5.313 -0.977
H 3.161 -4.185 0.071
H 4.477 -3.639 -1.017
H 2.118 -2.864 -1.566
H 1.592 -4.444 -1.772
H 3.299 -2.433 -7.274
H 2.528 -1.443 -6.125
H 1.673 -2.861 -6.597
C 3.585 4.581 -1.328
C 2.712 3.423 -0.876
O 3.258 2.114 -0.842
C 3.740 1.510 -1.874
O 3.616 1.844 -3.083
O 4.367 0.417 -1.387
C 5.013 -0.288 -2.478
H 3.726 5.240 -0.472
H 2.960 5.114 -2.045
H 4.534 4.299 -1.784
H 1.873 3.403 -1.572
H 2.357 3.466 0.154
H 5.135 -1.315 -2.136
H 5.936 0.158 -2.851
H 4.374 -0.398 -3.354
C -4.523 4.776 4.026
C -3.981 3.812 4.989
O -4.161 2.518 4.393
C -3.139 1.649 4.333
O -1.929 1.929 4.487
O -3.626 0.420 4.081
C -2.669 -0.709 4.087
H -5.380 4.290 3.561
H -3.827 5.267 3.345
H -4.953 5.536 4.678
H -4.564 3.726 5.906
H -3.011 3.958 5.464
H -2.092 -0.633 3.165
H -3.108 -1.707 4.112
H -1.909 -0.706 4.868
C -1.203 0.176 -4.213
C -0.418 0.872 -3.077
O -0.736 2.229 -3.046
C -0.111 3.113 -3.740
O 1.028 2.983 -4.154
O -0.895 4.232 -3.702
C -0.553 5.354 -4.448
H -1.001 0.554 -5.215
H -2.268 0.268 -4.000
H -0.887 -0.866 -4.246
H 0.648 0.646 -3.055
H -0.797 0.478 -2.133
H -1.260 5.603 -5.240
H 0.434 5.369 -4.910
H -0.518 6.235 -3.808
C -0.549 -5.761 -4.176
C -0.961 -4.800 -5.269
O -2.318 -4.374 -5.326
C -2.860 -3.626 -6.255
O -4.034 -3.599 -6.467
O -1.896 -3.037 -7.033
C -2.309 -2.128 -7.977
H -1.262 -6.575 -4.046
H -0.727 -5.338 -3.188
H 0.479 -6.111 -4.267
H -0.597 -5.137 -6.239
H -0.389 -3.888 -5.103
H -1.453 -1.622 -8.424
H -3.082 -1.450 -7.616
H -2.675 -2.736 -8.804
C -5.896 -2.444 -3.287
C -6.248 -0.894 -3.225
O -5.967 -0.344 -1.894
C -4.938 0.470 -1.702
O -4.140 0.879 -2.621
O -4.916 0.762 -0.461
C -3.795 1.356 0.124
H -4.837 -2.616 -3.098
H -6.045 -2.652 -4.346
H -6.379 -3.119 -2.579
H -7.276 -0.723 -3.546
H -5.741 -0.329 -4.008
H -4.023 2.420 0.180
H -2.868 1.192 -0.425
H -3.802 1.047 1.169
O -0.338 4.914 0.361
C 0.457 5.614 0.985
O 1.518 5.152 1.622
C 2.191 6.147 2.356
C 1.313 7.315 2.196
O 0.329 6.901 1.310
H 2.128 5.928 3.422
H 3.210 6.172 1.970
H 1.874 8.087 1.669
H 0.816 7.695 3.089
O -2.095 -6.498 -0.555
C -2.447 -6.126 0.560
O -3.363 -6.745 1.331
C -3.643 -6.046 2.538
C -2.366 -5.259 2.570
O -1.875 -5.163 1.269
H -4.498 -5.374 2.471
H -3.629 -6.729 3.388
H -1.752 -5.884 3.218
H -2.456 -4.251 2.974
*
```

Results
- calculated total energy (hartree) = -4131.17494
- E_HOMO (eV) = -10.0
- HOMO-LUMO gap (eV) = 10.30

(2)
Density functional theory data (ωB97M-V with the def2-TZVPD basis set) for a 5-piece molecular cluster, C42H82BrN3O14P overall at a distorted geometry.

```
! wB97M-V def2-TZVPD RIJCOSX def2/J DEFGRID3
* xyz 1 1
C -3.304 -0.032 1.785
C -1.838 -0.125 1.547
C -1.127 -0.563 0.111
C -1.940 -1.773 -0.711
C -1.828 -3.229 0.055
C -3.363 -3.604 0.588
C -4.088 -4.661 -0.434
P -5.933 -4.313 -0.783
O -6.531 -5.675 -1.406
O -6.242 -3.074 -1.966
C -5.127 -2.920 -2.920
C -4.887 -4.236 -3.874
O -6.898 -3.955 0.622
C -8.066 -3.115 0.277
C -9.131 -3.820 -0.755
N -1.193 -1.599 -2.050
C -1.533 -2.586 -3.143
C -0.110 -2.828 -3.988
O -0.145 -2.123 -5.301
C -0.464 -3.163 -6.294
C -2.071 -3.364 -6.665
O 0.535 -3.861 -6.876
C -1.531 -0.120 -2.332
N -2.050 0.450 -3.467
O -2.304 1.770 -3.472
C -2.189 2.356 -4.817
C -1.913 3.987 -4.571
C -1.607 4.799 -5.979
C -3.033 4.698 -3.608
C -4.381 5.226 -4.374
C -4.988 4.203 -5.504
C -4.194 6.787 -4.944
N -1.180 0.490 -0.969
C -0.164 1.604 -0.953
Br 1.266 1.462 0.433
C -0.807 3.122 -0.814
C 0.406 4.159 -1.291
H -4.073 0.609 1.171
H -3.753 -0.611 2.726
H -1.135 0.157 2.460
H -0.128 -1.118 0.360
H -3.047 -1.361 -0.879
H -1.191 -3.026 1.042
H -1.361 -4.069 -0.624
H -4.024 -2.625 0.618
H -3.323 -3.986 1.717
H -4.031 -5.728 0.097
H -3.457 -4.786 -1.433
H -4.191 -2.587 -2.296
H -5.358 -2.016 -3.663
H -4.015 -4.941 -3.534
H -4.703 -3.946 -5.015
H -5.886 -4.871 -3.869
H -7.752 -2.031 -0.106
H -8.658 -2.915 1.293
H -8.808 -3.550 -1.871
H -10.234 -3.379 -0.650
H -9.141 -4.999 -0.708
H -2.384 -2.231 -3.869
H -1.844 -3.640 -2.722
H 0.817 -2.479 -3.325
H 0.081 -3.991 -4.175
H -2.127 -3.621 -7.807
H -2.448 -4.252 -5.987
H -2.617 -2.361 -6.395
H -2.270 -0.100 -4.327
H -3.098 2.147 -5.523
H -1.238 1.905 -5.340
H -0.886 4.019 -3.962
H -2.199 4.389 -6.902
H -1.688 5.977 -5.866
H -0.455 4.595 -6.217
H -2.516 5.647 -3.117
H -3.394 4.031 -2.703
H -5.223 5.323 -3.534
H -5.815 4.826 -6.099
H -5.567 3.275 -5.058
H -4.223 3.840 -6.311
H -3.564 7.345 -4.104
H -5.284 7.252 -4.927
H -3.694 6.821 -6.003
H 0.387 1.594 -2.012
H -1.809 3.275 -1.398
H -1.002 3.365 0.324
H 1.370 3.583 -1.655
H 0.732 4.901 -0.418
H 0.084 4.855 -2.192
O 2.102 -0.133 3.738
C 3.329 -0.126 3.677
O 3.983 0.935 3.153
C 5.409 1.128 3.214
C 6.094 0.401 2.074
C 4.121 -1.329 4.101
H 5.804 0.846 4.193
H 5.580 2.204 3.105
H 5.933 -0.680 2.126
H 7.171 0.591 2.085
H 5.691 0.730 1.109
H 4.142 -2.051 3.281
H 3.628 -1.781 4.968
H 5.139 -1.101 4.415
O 6.002 -3.614 5.247
C 7.229 -3.607 5.185
O 7.883 -2.546 4.662
C 9.309 -2.353 4.723
C 9.994 -3.080 3.582
C 8.021 -4.810 5.610
H 9.704 -2.635 5.702
H 9.480 -1.277 4.614
H 9.833 -4.161 3.635
H 11.071 -2.890 3.594
H 9.591 -2.751 2.618
H 8.042 -5.532 4.790
H 7.528 -5.262 6.477
H 9.039 -4.583 5.924
O 10.660 -4.419 8.656
C 11.609 -3.637 8.686
O 11.995 -2.985 7.567
C 12.955 -1.911 7.538
C 14.366 -2.460 7.460
C 12.409 -3.458 9.944
H 12.813 -1.230 8.381
H 12.746 -1.335 6.630
H 14.616 -3.064 8.338
H 15.094 -1.648 7.382
H 14.478 -3.115 6.589
H 13.145 -4.263 10.018
H 11.728 -3.512 10.800
H 12.911 -2.495 10.016
O -5.180 6.614 -1.477
C -6.316 6.684 -1.011
O -7.254 7.453 -1.606
C -8.653 7.450 -1.260
C -8.915 8.386 -0.096
C -6.656 5.987 0.275
H -9.012 6.435 -1.074
H -9.190 7.817 -2.141
H -8.381 8.072 0.806
H -9.984 8.428 0.133
H -8.567 9.398 -0.329
H -6.336 6.608 1.115
H -6.119 5.033 0.306
H -7.712 5.744 0.381
*
```

Results
- calculated total energy (hartree) = -5781.66938
- E_HOMO (eV) = -11.0
- HOMO-LUMO gap (eV) = 7.86

(3)
Density functional theory data (ωB97M-V with the def2-TZVPD basis set) for a 4-piece molecular cluster, C42H85N3O18P4S overall at a distorted geometry.

```
! wB97M-V def2-TZVPD RIJCOSX def2/J DEFGRID3
* xyz 0 1
C 0.264 -1.131 -0.743
C -0.181 -0.103 0.436
C -1.638 0.514 0.228
C -2.774 -0.040 1.282
P -2.117 0.698 2.885
S -2.902 2.401 3.420
C -2.502 -1.638 1.072
O -1.799 -2.434 1.715
N -3.258 -1.856 -0.169
C -4.590 -1.107 -0.120
C -4.813 -0.880 -1.693
C -6.302 -0.242 -1.904
C -7.218 -1.087 -2.904
N -8.512 -0.316 -3.132
C -5.549 -2.300 0.358
O -6.106 -3.144 -0.666
C -5.243 -4.221 -1.051
O -5.102 -5.270 -0.054
C -3.652 -5.525 -0.001
C -3.102 -6.368 -1.244
O -2.416 -5.534 -2.250
C -4.338 0.183 0.860
C -5.445 0.312 2.032
C -5.286 -0.387 3.425
C -4.938 -1.918 3.570
N -6.053 -2.901 3.432
O -3.831 -2.409 3.899
C -4.599 1.663 0.226
O -3.965 1.981 -1.011
C -4.205 3.308 -1.432
C -4.797 3.478 -2.879
C -5.066 4.865 -3.496
C -4.735 6.145 -2.689
C -4.174 6.035 -1.249
C -3.908 4.605 -0.655
H 1.142 -1.741 -0.349
H 0.511 -0.578 -1.721
H -0.629 -1.831 -0.929
H 0.578 0.770 0.370
H 0.003 -0.585 1.461
H -1.988 0.433 -0.864
H -1.566 1.646 0.451
H -2.466 -0.250 3.930
H -0.697 0.838 2.960
H -2.795 -1.611 -1.061
H -4.003 -0.208 -2.177
H -4.714 -1.850 -2.316
H -6.823 -0.192 -0.871
H -6.249 0.836 -2.297
H -6.714 -1.228 -3.930
H -7.532 -2.113 -2.521
H -9.226 -1.062 -3.258
H -8.802 0.161 -2.264
H -6.431 -2.003 1.023
H -4.896 -2.985 1.026
H -4.227 -3.858 -1.467
H -5.756 -4.729 -1.959
H -3.514 -6.198 0.931
H -3.067 -4.567 0.223
H -2.271 -7.058 -0.832
H -3.896 -6.953 -1.817
H -2.952 -5.510 -3.075
H -5.610 1.430 2.294
H -6.457 0.037 1.536
H -4.571 0.190 4.128
H -6.308 -0.265 3.965
H -6.961 -2.420 3.512
H -5.896 -3.545 4.231
H -4.323 2.497 0.979
H -5.746 1.746 0.104
H -5.031 2.535 -3.495
H -5.468 4.982 -4.553
H -4.902 7.176 -3.151
H -3.919 6.940 -0.592
H -3.476 4.560 0.395
C 5.774 5.205 0.659
C 4.681 4.201 0.964
O 3.424 4.844 1.105
P 2.630 5.332 -0.262
O 2.106 3.941 -0.635
O 1.235 5.834 0.494
C -0.030 5.364 0.039
C -0.511 4.201 0.887
O 3.253 6.891 0.083
C 3.001 7.918 -0.883
C 1.596 8.485 -0.770
H 5.632 5.644 -0.332
H 6.757 4.728 0.684
H 5.760 6.026 1.381
H 4.627 3.431 0.187
H 4.898 3.701 1.911
H 0.012 5.098 -1.021
H -0.741 6.191 0.127
H 0.251 3.425 0.994
H -1.407 3.751 0.453
H -0.749 4.542 1.898
H 3.190 7.532 -1.889
H 3.724 8.714 -0.690
H 0.868 7.800 -1.213
H 1.518 9.432 -1.311
H 1.316 8.642 0.271
C -2.207 -11.606 4.417
C -0.705 -11.744 4.260
O -0.134 -10.567 3.707
P 0.065 -9.251 4.688
O 1.318 -9.750 5.414
O 0.881 -8.297 3.595
C 2.115 -7.688 3.962
C 3.291 -8.505 3.458
O -1.375 -8.627 4.000
C -1.883 -7.406 4.553
C -1.141 -6.186 4.036
H -2.452 -10.860 5.179
H -2.656 -12.558 4.715
H -2.666 -11.275 3.483
H -0.231 -11.979 5.219
H -0.484 -12.564 3.573
H 2.167 -7.533 5.042
H 2.143 -6.696 3.501
H 3.207 -9.560 3.729
H 4.231 -8.117 3.859
H 3.338 -8.468 2.367
H -1.848 -7.455 5.645
H -2.932 -7.339 4.255
H -0.174 -6.085 4.534
H -1.707 -5.274 4.243
H -0.958 -6.257 2.964
C 11.450 2.420 -1.907
C 10.107 2.989 -1.490
O 9.831 4.208 -2.167
P 9.340 4.140 -3.745
O 7.887 3.740 -3.468
O 9.025 5.763 -3.935
C 7.769 6.189 -4.454
C 6.829 6.588 -3.332
O 10.957 4.508 -4.175
C 11.276 4.496 -5.571
C 10.828 5.765 -6.277
H 11.427 2.095 -2.951
H 11.716 1.560 -1.288
H 12.235 3.176 -1.822
H 9.304 2.267 -1.669
H 10.121 3.211 -0.421
H 7.329 5.418 -5.092
H 7.954 7.057 -5.094
H 6.765 5.822 -2.555
H 5.824 6.777 -3.718
H 7.190 7.496 -2.841
H 10.839 3.610 -6.041
H 12.362 4.411 -5.645
H 9.751 5.746 -6.457
H 11.316 5.857 -7.251
H 11.052 6.649 -5.680
*
```

Results
- calculated total energy (hartree) = -4933.08792
- E_HOMO (eV) = -8.6
- HOMO-LUMO gap (eV) = 6.91